# 1
Here is a structure of composition C14H29N2O7P2Ta from OMol25. Energies are from wB97M-V/def2-TZVPD.

Structure (ORCA input):
```
! wB97M-V def2-TZVPD RIJCOSX def2/J DEFGRID3
* xyz 2 1
Ta -0.23615 0.22918 0.06277
C 0.05906 -0.46269 2.81650
C 1.14414 0.30736 2.30672
C 1.72861 -0.39528 1.20541
C 0.96056 -1.60099 1.00730
C -0.02973 -1.64835 2.06560
C -0.84921 -2.83952 2.41607
C 1.52366 -2.82712 0.33842
C 3.07277 -0.10343 0.61381
C 1.68186 1.54218 2.92571
C -0.73705 -0.10129 4.02558
H -0.27146 -3.45993 3.10751
H -1.07750 -3.46501 1.55293
H -1.77208 -2.57310 2.93158
H 2.28618 -3.25955 0.98865
H 2.00106 -2.58936 -0.61205
H 0.76418 -3.58990 0.17673
H 3.85558 -0.49310 1.26758
H 3.23273 0.96816 0.49948
H 3.19050 -0.57122 -0.36180
H 2.48952 1.26120 3.60862
H 0.92379 2.07101 3.50025
H 2.10147 2.21068 2.17680
H -0.10401 -0.15778 4.91372
H -1.58066 -0.77051 4.17780
H -1.11178 0.92119 3.95712
O -0.30168 0.96865 -3.53450
P 0.27370 1.72563 -2.26725
O 0.90672 3.00988 -2.45785
O 0.90734 0.56148 -1.45982
O -1.18373 1.89171 -1.40625
P -0.92579 2.61702 0.05635
O -1.41531 4.06757 0.02575
O 0.51924 2.29974 0.32652
O -1.67948 1.64132 0.93862
H -0.27567 1.51500 -4.34282
H -0.80008 4.76367 -0.27959
N -2.35836 -0.79004 0.52636
C -3.44900 -0.72444 -0.50976
C -3.75622 -2.09799 -1.09250
C -2.76636 -2.59512 -2.13978
C -1.33210 -2.75452 -1.64977
N -0.59095 -1.45625 -1.65058
H -2.40156 -1.72362 0.92395
H -2.64579 -0.16674 1.27744
H -3.16460 -0.02407 -1.29800
H -4.34991 -0.33038 -0.04116
H -4.74382 -2.06004 -1.55272
H -3.82774 -2.82279 -0.27367
H -2.77857 -1.92688 -3.00726
H -3.11068 -3.56609 -2.49681
H -0.80834 -3.44577 -2.30920
H -1.30998 -3.17015 -0.64162
H -0.95008 -0.90756 -2.43398
H 0.37027 -1.64307 -1.92491
*
```

Computed properties:
**LUMO energy**: -0.263 Eh
**Highest occupied orbital energy**: -0.577 Ha
**HOMO-LUMO gap**: 8.54 eV

***

# 2
Here is a cluster of 2 separate species, C2H6NS3 in total from OMol25. Energies are from wB97M-V/def2-TZVPD.

Structure (ORCA input):
```
! wB97M-V def2-TZVPD RIJCOSX def2/J DEFGRID3
* xyz 1 1
C -1.95793 -0.44208 0.85034
C -2.78092 0.87775 0.90341
N -2.92944 1.55806 1.97865
S -2.17295 -0.76413 -0.93370
S -3.35681 0.95407 -0.74180
S 0.96984 -1.05420 -0.33260
H -1.01986 -0.28625 1.21043
H -2.33850 -1.31241 1.44489
H -2.79345 1.13274 2.89764
H -3.59400 2.41908 2.01034
H 0.73871 -2.37441 -0.77487
H 2.17646 -1.04236 -0.57879
*
```

Computed properties:
**LUMO energy**: -0.175 Eh
**Highest occupied orbital energy**: -0.470 Ha
**HOMO-LUMO gap**: 8.01 eV

***

# 3
Here is a structure of composition C28H27MnN8O2S from OMol25. Energies are from wB97M-V/def2-TZVPD.

Structure (ORCA input):
```
! wB97M-V def2-TZVPD RIJCOSX def2/J DEFGRID3
* xyz 2 5
Mn 0.74435 -0.48374 -0.71216
C 2.36339 1.99084 -0.79572
N 0.89822 1.68821 -0.79868
C 0.24464 2.17109 -2.04047
C 0.46272 1.20360 -3.18735
C 0.29456 1.59949 -4.50177
C 0.45756 0.66319 -5.50666
C 0.79922 -0.64223 -5.17700
C 0.95200 -0.95935 -3.84590
N 0.78224 -0.05435 -2.87301
C 0.22389 2.19294 0.42320
C 0.50287 1.30958 1.62272
C 0.19843 1.72603 2.90632
C 0.43193 0.85548 3.95462
C 0.98379 -0.39363 3.70101
C 1.26528 -0.72946 2.39507
N 1.02205 0.10457 1.37409
C 3.29377 0.79941 -0.82019
C 4.66600 0.96974 -0.83498
C 5.48529 -0.14405 -0.86121
C 4.92008 -1.41363 -0.87381
C 3.54967 -1.51508 -0.85868
N 2.76143 -0.42844 -0.83493
H 2.59853 2.59939 0.07924
H 2.58900 2.60573 -1.66901
H 0.61202 3.16527 -2.30340
H -0.82333 2.23669 -1.84818
H 0.03281 2.62439 -4.72992
H 0.32253 0.94747 -6.54189
H 0.94018 -1.39849 -5.93544
H 1.20831 -1.96366 -3.53184
H -0.84846 2.19229 0.22531
H 0.52076 3.22240 0.63742
H -0.21979 2.71043 3.07147
H 0.19251 1.15178 4.96777
H 1.19204 -1.09247 4.49830
H 1.70170 -1.68864 2.14152
H 5.08089 1.96946 -0.82711
H 6.56086 -0.02549 -0.87235
H 5.52532 -2.30828 -0.89579
H 3.04999 -2.47214 -0.87038
N -4.90162 1.30122 4.60309
C -4.37606 0.98108 3.39116
C -3.71300 1.94272 2.61345
C -3.18342 1.61095 1.38730
C -3.28076 0.29751 0.91234
C -3.97052 -0.66003 1.66533
C -4.49869 -0.32339 2.88746
S -2.68114 -0.09913 -0.64452
O -3.44823 -1.14531 -1.23333
O -2.40431 1.12344 -1.34321
N -1.12976 -0.76056 -0.44911
C -0.94715 -2.12234 -0.20337
N -1.78098 -2.89255 0.47789
C -1.42903 -4.16408 0.59710
C -0.22423 -4.68207 0.10315
C 0.62106 -3.79135 -0.49063
N 0.26567 -2.50550 -0.66860
H -4.93692 2.25568 4.91378
H -5.47145 0.63960 5.09957
H -3.66030 2.96668 2.96341
H -2.74032 2.38430 0.77431
H -4.10318 -1.65720 1.27533
H -5.04701 -1.06358 3.45730
H -2.12062 -4.80492 1.13280
H 0.03353 -5.72543 0.20023
H 1.58920 -4.09205 -0.87243
*
```

Computed properties:
**LUMO energy (spin up / spin down)**: -0.259 / -0.223 Eh
**<S²>**: 6.052
**Highest occupied orbital energy (spin up / spin down)**: -0.468 / -0.469 Ha
**HOMO-LUMO gap (spin up / spin down)**: 5.69 / 6.70 eV

***

# 4
Here is a structure of composition C41H38AsFeIN4O2SSi from OMol25. Energies are from wB97M-V/def2-TZVPD.

Structure (ORCA input):
```
! wB97M-V def2-TZVPD RIJCOSX def2/J DEFGRID3
* xyz -2 5
Fe -1.25917 0.93471 -0.61944
N -1.17789 4.65961 -0.86904
C -1.85592 3.52315 -0.47740
S -3.12045 2.92380 -1.50215
N -1.40160 2.97047 0.64057
N -2.15878 1.83934 1.05915
C -3.39775 2.00651 1.28537
C -4.26524 0.83039 1.29222
C -5.34608 0.74838 2.16881
C -6.19533 -0.34110 2.19562
C -5.95656 -1.37788 1.28072
C -4.93039 -1.31210 0.36950
C -4.02843 -0.20254 0.31376
O -3.12182 -0.16816 -0.58278
H -1.14886 4.73152 -1.87738
H -0.26089 4.72096 -0.44488
H -3.80768 3.01265 1.40300
H -5.49790 1.56392 2.87181
H -7.01309 -0.39600 2.90296
H -6.59598 -2.25589 1.29240
H -4.74551 -2.12193 -0.32724
C -0.45261 0.90698 3.24106
Si -0.70880 -0.80639 2.50802
C -2.29134 -1.46588 3.32149
C 0.68618 -1.82093 3.28359
N -0.69290 -0.91283 0.78005
C -1.03950 -2.11025 0.22038
C -1.34155 -3.30727 0.91604
C -1.71900 -4.48977 0.28776
C -1.81597 -4.55677 -1.08830
C -1.52426 -3.40707 -1.82704
C -1.14851 -2.24301 -1.19411
O -0.83988 -1.08455 -1.90523
C -1.12283 -1.10020 -3.26144
C -2.36372 -0.65978 -3.67887
C -2.63221 -0.63077 -5.04106
C -1.67257 -1.04694 -5.95789
C -0.43185 -1.48650 -5.50919
C -0.15069 -1.51356 -4.15008
H 0.13690 0.80293 4.15889
H -1.41633 1.35508 3.48303
H 0.05975 1.61174 2.58472
H -2.72487 -0.70506 3.97670
H -2.08673 -2.35774 3.92300
H -3.05474 -1.72965 2.58557
H 0.48946 -1.94607 4.35521
H 1.64647 -1.31401 3.18174
H 0.78208 -2.81340 2.83754
H -1.30615 -3.30322 1.99563
H -1.95062 -5.35749 0.89649
H -2.12255 -5.46467 -1.59285
H -1.60856 -3.42928 -2.90474
H -3.07222 -0.32885 -2.92769
H -3.59169 -0.26486 -5.38605
H -1.88578 -1.01601 -7.01974
H 0.32681 -1.79420 -6.21907
H 0.81515 -1.81977 -3.76898
C 4.57749 0.54134 4.01517
C 4.39036 -0.50305 3.12264
C 3.52043 -0.36154 2.04503
C 2.82292 0.82291 1.84547
C 2.99647 1.85522 2.76685
C 3.86934 1.72463 3.83643
As 1.61935 1.16988 0.27124
C 2.88588 2.50792 -0.40603
C 2.88801 3.86420 -0.12808
C 3.84233 4.68913 -0.71230
C 4.79439 4.14976 -1.57093
C 4.79357 2.78843 -1.84805
C 3.83622 1.96307 -1.27084
C 3.67850 0.51094 -1.52557
C 4.49296 -0.26804 -2.33845
C 4.21203 -1.61845 -2.50811
C 3.11947 -2.19491 -1.86765
C 2.30267 -1.42205 -1.04827
C 2.58893 -0.07601 -0.88193
H 5.26609 0.43583 4.84519
H 4.91912 -1.43902 3.26039
H 3.39143 -1.19005 1.35865
H 2.43750 2.77822 2.65246
H 3.99773 2.54790 4.52952
H 2.14327 4.28424 0.53965
H 3.83422 5.75380 -0.51067
H 5.53159 4.79391 -2.03515
H 5.53353 2.37799 -2.52569
H 5.34188 0.17314 -2.84857
H 4.84511 -2.22258 -3.14742
H 2.89501 -3.24551 -2.00972
H 1.44808 -1.85956 -0.54561
I 0.29511 1.98847 -2.83984
*
```

Computed properties:
**LUMO energy (spin up / spin down)**: 0.160 / 0.160 Eh
**<S²>**: 6.012
**Highest occupied orbital energy (spin up / spin down)**: -0.061 / -0.061 Ha
**HOMO-LUMO gap (spin up / spin down)**: 6.03 / 6.01 eV

***

# 5
Here is a cluster of 3 separate species, C4H8NO2S in total from OMol25. Energies are from wB97M-V/def2-TZVPD.

Structure (ORCA input):
```
! wB97M-V def2-TZVPD RIJCOSX def2/J DEFGRID3
* xyz -1 1
O 0.96361 -3.62051 0.03895
C -0.03527 -2.98541 0.23525
N -0.21202 -1.79924 0.86792
C 0.19869 -0.69874 0.13652
C -0.80484 -0.11301 -0.83558
S -0.18863 0.18069 -2.44316
C -0.76599 0.58476 0.52443
O 0.91928 2.53286 1.35111
H -1.02494 -3.38097 -0.23618
H 1.13788 2.94485 -1.52225
H 1.18487 -0.31482 0.01391
H -1.69086 -0.74451 -0.81944
H 0.40650 2.97772 -1.38164
H 1.48338 2.85482 2.05047
H -1.46490 0.10680 1.25682
H -0.10676 1.47472 0.76288
*
```

Computed properties:
**LUMO energy**: 0.016 Eh
**Highest occupied orbital energy**: -0.142 Ha
**HOMO-LUMO gap**: 4.31 eV

***

# 6
Here is a cluster of 2 separate species, C5H9N in total from OMol25. Energies are from wB97M-V/def2-TZVPD.

Structure (ORCA input):
```
! wB97M-V def2-TZVPD RIJCOSX def2/J DEFGRID3
* xyz 0 1
C 1.37667 0.08798 -0.93817
C 0.31691 0.73273 -0.07737
C -0.92936 0.97035 -0.63332
C 0.07698 -0.87846 1.54719
C -1.06588 -1.31706 0.98284
N -2.01631 -1.25939 0.24994
H 2.07239 -0.56230 -0.39799
H 1.96629 0.87498 -1.42257
H 0.90301 -0.50695 -1.72684
H 0.65565 1.32652 0.76741
H -1.05194 0.78489 -1.69921
H -1.60321 1.69431 -0.18072
H -1.70184 -0.24144 -0.31697
H -0.01384 -0.31256 2.47079
H 1.01448 -1.39362 1.37499
*
```

Computed properties:
**LUMO energy**: 0.038 Eh
**Highest occupied orbital energy**: -0.338 Ha
**SMILES string**: C=C=N.C=CC
**HOMO-LUMO gap**: 10.25 eV

***

| no. | strongest force on any atom (eV/Å) |
| --- | --- |
| 1 | 5.50 |
| 2 | 4.02 |
| 3 | 1.19 |
| 4 | 1.49 |
| 5 | 6.05 |
| 6 | 0.79 |